--- P ---
55
Properties=species:S:1:pos:R:3 method="wB97M-V/def2-TZVPD" homo_lumo_gap_ev=8.0 charge=0 smiles="COc1ccc(NC(=O)[C@@H]2CCCN(S(=O)(=O)c3ccc(C)cc3)C2)cc1OC" multiplicity=1 lumo_ev=0.50
C -1.849 6.141 2.497
O -2.284 4.864 2.092
C -1.444 4.014 1.426
C -2.088 2.948 0.804
C -1.396 1.981 0.106
C -0.012 2.068 0.010
C 0.650 3.125 0.624
C -0.042 4.096 1.336
O 0.595 5.135 1.966
C 1.991 5.252 1.826
H 2.514 4.394 2.260
H 2.260 6.154 2.375
H 2.284 5.362 0.778
H 1.721 3.167 0.539
N 0.656 1.063 -0.696
C 1.981 0.905 -0.903
O 2.853 1.662 -0.522
C 2.330 -0.373 -1.672
C 1.865 -1.643 -0.916
N 1.071 -2.536 -1.723
S -0.585 -2.379 -1.592
O -1.174 -3.273 -2.541
O -1.013 -0.998 -1.630
C -0.835 -2.986 0.066
C -0.645 -4.335 0.301
C -0.816 -4.829 1.580
C -1.172 -3.983 2.628
C -1.358 -2.630 2.367
C -1.191 -2.127 1.088
H -1.345 -1.081 0.875
H -1.637 -1.962 3.169
C -1.338 -4.530 4.011
H -1.918 -5.449 3.993
H -0.362 -4.762 4.438
H -1.833 -3.812 4.659
H -0.675 -5.882 1.773
H -0.378 -4.974 -0.525
C 1.631 -2.892 -3.008
C 2.158 -1.673 -3.792
C 1.753 -0.377 -3.092
H 0.665 -0.305 -3.065
H 2.138 0.482 -3.643
H 3.247 -1.716 -3.855
H 1.762 -1.682 -4.807
H 0.826 -3.392 -3.547
H 2.434 -3.616 -2.834
H 1.261 -1.382 -0.044
H 2.736 -2.203 -0.560
H 3.422 -0.383 -1.750
H 0.028 0.363 -1.091
H -1.919 1.170 -0.378
H -3.162 2.904 0.888
H -1.121 6.086 3.309
H -1.416 6.702 1.665
H -2.747 6.649 2.848

--- Q ---
55
Properties=species:S:1:pos:R:3 method="wB97M-V/def2-TZVPD" homo_lumo_gap_ev=8.9 charge=0 smiles="CN(C(=O)COC(=O)CNS(=O)(=O)c1ccc2ccccc2c1)C1CCCCC1" multiplicity=1 lumo_ev=0.20
C -3.661 -1.170 1.087
N -2.724 -0.986 0.003
C -2.724 0.123 -0.754
O -1.886 0.354 -1.613
C -3.887 1.106 -0.555
H -4.762 0.782 -1.126
H -4.141 1.242 0.498
O -3.437 2.342 -1.086
C -3.121 3.307 -0.209
O -3.626 3.440 0.869
C -1.970 4.126 -0.776
N -0.854 3.212 -0.977
S -0.332 2.552 0.490
O -0.076 3.640 1.383
O -1.239 1.526 0.944
C 1.209 1.796 0.007
C 2.368 2.240 0.571
C 3.597 1.641 0.222
C 4.823 2.064 0.778
C 5.995 1.460 0.419
C 5.995 0.408 -0.510
C 4.824 -0.025 -1.066
C 3.596 0.577 -0.720
C 2.370 0.156 -1.283
C 1.193 0.753 -0.928
H 0.247 0.445 -1.345
H 2.382 -0.647 -2.005
H 4.821 -0.834 -1.782
H 6.931 -0.058 -0.781
H 6.931 1.788 0.847
H 4.813 2.874 1.493
H 2.329 3.049 1.284
H -1.132 2.442 -1.582
H -1.656 4.879 -0.052
H -2.235 4.583 -1.731
C -1.557 -1.860 -0.064
C -0.682 -1.731 1.184
C 0.600 -2.535 0.990
C 0.271 -3.999 0.708
C -0.636 -4.126 -0.513
C -1.921 -3.323 -0.316
H -2.554 -3.399 -1.202
H -2.471 -3.738 0.531
H -0.111 -3.755 -1.395
H -0.881 -5.176 -0.686
H 1.192 -4.562 0.543
H -0.231 -4.430 1.577
H 1.167 -2.118 0.154
H 1.223 -2.459 1.883
H -0.462 -0.676 1.353
H -1.217 -2.112 2.056
H -0.985 -1.504 -0.926
H -3.487 -0.440 1.883
H -3.533 -2.167 1.498
H -4.686 -1.078 0.729

--- R ---
55
Properties=species:S:1:pos:R:3 method="wB97M-V/def2-TZVPD" homo_lumo_gap_ev=8.0 charge=0 smiles="COCCN(CCOC)C(=O)c1ccc(SCc2ccc(C)cc2)c([N+](=O)[O-])c1" multiplicity=1 lumo_ev=-0.39
C -6.260 -0.827 1.697
H -5.588 -0.438 2.471
O -5.594 -0.968 0.469
C -4.515 -1.876 0.531
C -3.792 -1.916 -0.818
N -2.748 -0.914 -0.943
C -1.563 -1.210 -0.359
O -1.376 -2.267 0.219
C -0.449 -0.212 -0.453
C -0.518 1.026 0.154
C 0.588 1.874 0.139
C 1.797 1.506 -0.480
C 1.847 0.238 -1.069
C 0.757 -0.602 -1.043
H 0.830 -1.583 -1.487
H 2.753 -0.104 -1.537
S 3.127 2.624 -0.475
C 4.483 1.693 -1.305
C 4.959 0.491 -0.552
C 5.254 -0.692 -1.218
C 5.704 -1.799 -0.522
C 5.868 -1.755 0.856
C 5.576 -0.568 1.518
C 5.130 0.540 0.826
H 4.907 1.455 1.356
H 5.701 -0.513 2.590
C 6.326 -2.961 1.617
H 6.873 -3.645 0.972
H 5.464 -3.493 2.022
H 6.964 -2.674 2.450
H 5.929 -2.710 -1.058
H 5.140 -0.748 -2.293
H 5.272 2.448 -1.351
H 4.181 1.451 -2.324
O 1.433 3.892 0.686
N 0.476 3.133 0.776
O -0.545 3.406 1.377
H -1.423 1.369 0.629
C -3.004 0.247 -1.761
H -3.403 -0.085 -2.727
H -2.062 0.771 -1.931
C -4.007 1.222 -1.137
O -3.402 1.847 -0.031
C -4.246 2.747 0.640
H -4.591 3.542 -0.033
H -3.650 3.184 1.439
H -5.120 2.234 1.059
H -4.911 0.684 -0.824
H -4.287 1.976 -1.891
H -4.522 -1.773 -1.616
H -3.317 -2.896 -0.918
H -4.896 -2.879 0.772
H -3.807 -1.581 1.317
H -6.668 -1.787 2.038
H -7.076 -0.125 1.534

Which structure is the most stable? The one labeled Q.

--- P ---
99
Properties=species:S:1:pos:R:3 method="wB97M-V/def2-TZVPD" homo_lumo_gap_ev=7.6 charge=+2 multiplicity=1 lumo_ev=-5.21
Y -1.789 -0.505 0.649
O 0.508 -6.066 0.300
C -0.703 -6.128 -0.229
O -1.183 -7.144 -0.642
C -1.469 -4.843 -0.349
C -2.658 -4.708 -1.070
Cl -3.549 -5.874 -1.897
N -3.082 -3.428 -0.956
N -2.234 -2.725 -0.166
C -1.269 -3.575 0.199
C -0.221 -3.032 1.126
O 0.828 -3.612 1.302
O -0.573 -1.909 1.688
C -4.277 -2.819 -1.437
C -5.002 -2.016 -0.561
C -6.165 -1.406 -1.009
C -6.606 -1.623 -2.307
C -5.873 -2.428 -3.166
C -4.692 -3.020 -2.744
H 0.765 -5.163 0.583
H -4.687 -1.903 0.472
H -6.741 -0.790 -0.335
H -7.527 -1.171 -2.647
H -6.216 -2.596 -4.176
H -4.112 -3.627 -3.421
C 3.509 6.533 1.639
C 2.785 5.234 1.793
C 3.067 4.388 2.864
C 2.432 3.167 2.993
C 1.512 2.780 2.025
C 1.191 3.613 0.969
C 1.832 4.835 0.863
S 0.768 1.191 2.283
O -0.410 1.097 1.276
C 1.989 0.012 1.768
C 2.323 -0.889 2.802
C 3.214 -1.894 2.565
C 3.766 -2.074 1.279
C 4.646 -3.149 1.008
C 5.168 -3.321 -0.239
C 4.841 -2.422 -1.276
C 4.001 -1.373 -1.046
C 3.430 -1.173 0.240
C 2.546 -0.088 0.507
C 2.394 0.926 -0.569
C 3.431 1.895 -0.719
C 4.508 1.984 0.196
C 5.486 2.919 0.026
C 5.444 3.811 -1.065
C 4.419 3.747 -1.965
C 3.393 2.785 -1.815
C 2.340 2.694 -2.758
C 1.362 1.755 -2.620
C 1.399 0.879 -1.509
S 0.219 -0.430 -1.395
O 0.433 -1.484 -2.398
C -1.297 0.439 -1.866
C -1.655 1.716 -1.406
C -2.907 2.224 -1.707
C -3.816 1.498 -2.484
C -5.146 2.082 -2.831
C -3.440 0.238 -2.938
C -2.200 -0.304 -2.623
H 3.770 6.956 2.607
H 2.911 7.258 1.091
H 4.436 6.378 1.083
H 3.787 4.693 3.609
H 2.653 2.526 3.835
H 0.468 3.308 0.232
H 1.591 5.490 0.036
H 1.863 -0.776 3.773
H 3.480 -2.586 3.350
H 4.892 -3.833 1.807
H 5.836 -4.146 -0.440
H 5.260 -2.570 -2.260
H 3.754 -0.697 -1.853
H 4.556 1.300 1.030
H 6.307 2.973 0.727
H 6.234 4.536 -1.193
H 4.385 4.419 -2.811
H 2.338 3.365 -3.607
H 0.578 1.659 -3.358
H -0.951 2.310 -0.839
H -3.171 3.215 -1.361
H -5.019 2.995 -3.411
H -5.701 2.343 -1.931
H -5.742 1.386 -3.416
H -4.123 -0.330 -3.550
H -1.898 -1.279 -2.989
C -2.367 -0.558 4.623
S -3.798 -0.811 3.588
C -3.780 -2.593 3.478
O -3.329 -0.342 2.195
H -1.510 -1.070 4.183
H -2.596 -0.952 5.611
H -2.197 0.514 4.692
H -4.002 -2.987 4.468
H -2.799 -2.926 3.134
H -4.567 -2.896 2.792

--- Q ---
99
Properties=species:S:1:pos:R:3 method="wB97M-V/def2-TZVPD" homo_lumo_gap_ev=7.9 charge=+2 multiplicity=1 lumo_ev=-5.45
Y 1.366 1.485 0.079
O 1.807 5.892 4.314
C 2.732 4.982 4.556
O 3.581 5.128 5.389
C 2.809 3.794 3.630
C 3.794 2.813 3.738
Cl 5.096 2.664 4.791
N 3.583 1.894 2.778
N 2.511 2.219 2.038
C 2.035 3.364 2.539
C 0.820 3.940 1.851
O 0.312 4.971 2.243
O 0.403 3.240 0.841
C 4.311 0.701 2.455
C 4.881 0.603 1.196
C 5.529 -0.571 0.843
C 5.606 -1.620 1.750
C 5.039 -1.499 3.012
C 4.379 -0.334 3.372
H 1.227 5.665 3.546
H 4.841 1.446 0.515
H 5.991 -0.660 -0.131
H 6.121 -2.531 1.478
H 5.111 -2.313 3.720
H 3.932 -0.223 4.351
C -3.042 0.870 -7.418
C -2.318 0.579 -6.137
C -2.857 0.959 -4.903
C -2.195 0.692 -3.721
C -0.969 0.040 -3.775
C -0.399 -0.336 -4.986
C -1.084 -0.070 -6.159
S -0.048 -0.305 -2.321
O -0.026 1.022 -1.538
C -1.173 -1.383 -1.447
C -1.486 -2.532 -2.214
C -2.262 -3.513 -1.689
C -2.775 -3.395 -0.376
C -3.599 -4.407 0.171
C -4.118 -4.282 1.426
C -3.827 -3.135 2.191
C -3.022 -2.149 1.694
C -2.468 -2.247 0.392
C -1.609 -1.227 -0.155
C -1.348 -0.087 0.790
C -2.327 0.943 0.887
C -3.389 1.044 -0.049
C -4.310 2.044 0.052
C -4.228 2.996 1.094
C -3.240 2.909 2.029
C -2.276 1.875 1.959
C -1.286 1.741 2.959
C -0.344 0.761 2.868
C -0.356 -0.132 1.764
S 1.090 -1.185 1.701
O 1.751 -0.734 0.376
C 0.516 -2.832 1.419
C 0.843 -3.500 0.251
C 0.422 -4.810 0.104
C -0.313 -5.451 1.099
C -0.755 -6.876 0.922
C -0.607 -4.753 2.270
C -0.182 -3.449 2.447
H -4.002 1.348 -7.237
H -3.216 -0.049 -7.979
H -2.447 1.528 -8.053
H -3.812 1.467 -4.878
H -2.612 0.997 -2.770
H 0.562 -0.836 -5.009
H -0.655 -0.367 -7.107
H -1.109 -2.618 -3.226
H -2.499 -4.394 -2.273
H -3.820 -5.278 -0.434
H -4.756 -5.053 1.834
H -4.251 -3.031 3.181
H -2.822 -1.282 2.310
H -3.474 0.303 -0.833
H -5.118 2.109 -0.664
H -4.964 3.786 1.154
H -3.179 3.624 2.839
H -1.283 2.431 3.794
H 0.433 0.662 3.618
H 1.417 -3.004 -0.520
H 0.666 -5.346 -0.805
H -1.061 -7.068 -0.106
H -1.583 -7.120 1.585
H 0.066 -7.559 1.149
H -1.171 -5.241 3.056
H -0.409 -2.919 3.365
C 3.905 4.046 -3.095
S 2.347 3.296 -2.686
C 1.478 4.739 -2.110
O 2.661 2.495 -1.404
H 4.287 4.580 -2.226
H 3.744 4.723 -3.933
H 4.582 3.248 -3.393
H 1.299 5.390 -2.966
H 2.071 5.246 -1.350
H 0.526 4.408 -1.695

Which structure is the most stable? The one labeled Q.

--- P ---
20
Properties=species:S:1:pos:R:3 method="wB97M-V/def2-TZVPD" homo_lumo_gap_ev=10.0 charge=0 smiles=CCC.CCS multiplicity=1 lumo_ev=0.99
C -1.431 0.960 1.291
C -1.256 -0.207 0.358
C -0.601 2.203 0.883
H -2.445 1.306 1.513
H -1.171 0.661 2.336
H -0.682 -1.018 0.845
H 0.518 2.040 0.895
H -0.812 2.497 -0.145
H -0.868 3.072 1.510
H -2.193 -0.819 0.450
H -0.954 -0.168 -0.678
C 1.493 -0.660 -1.349
C 1.000 -2.104 -1.273
S 2.298 0.065 0.151
H 2.203 -0.515 -2.156
H 0.785 0.118 -1.658
H 1.177 -2.670 -2.181
H 1.183 -0.086 0.909
H -0.061 -2.140 -1.047
H 1.814 -2.536 -0.652

--- Q ---
20
Properties=species:S:1:pos:R:3 method="wB97M-V/def2-TZVPD" homo_lumo_gap_ev=9.3 charge=0 smiles=CCSC.CC multiplicity=1 lumo_ev=1.00
C -1.313 1.173 -0.831
C -1.886 1.239 0.579
C 1.242 0.142 -1.802
S 0.436 1.540 -0.936
H -1.481 0.174 -1.231
H -1.772 1.977 -1.403
H -1.333 0.789 1.396
H -2.875 0.765 0.578
H 0.561 -0.685 -1.974
H 1.537 0.563 -2.760
H 2.107 -0.206 -1.245
H -2.105 2.270 0.864
C 1.332 -2.754 1.842
C -0.146 -2.260 1.866
H 1.484 -3.594 2.531
H 1.497 -3.301 0.914
H 1.912 -1.895 2.157
H -0.819 -2.923 1.325
H -0.107 -1.259 1.439
H -0.546 -2.162 2.875

--- R ---
20
Properties=species:S:1:pos:R:3 method="wB97M-V/def2-TZVPD" homo_lumo_gap_ev=9.4 charge=0 smiles=CCC.CSC multiplicity=1 lumo_ev=1.04
C 1.994 1.657 2.991
C -0.323 0.733 1.670
S 0.985 0.163 2.809
H 2.036 2.111 2.006
H 1.712 2.396 3.740
H 2.972 1.260 3.253
H -0.180 0.318 0.686
H -0.362 1.813 1.636
H -1.213 0.223 2.036
C -0.318 -0.980 -1.422
C -1.629 -0.228 -1.383
C 0.013 -1.701 -2.752
H 0.487 -0.267 -1.266
H -0.234 -1.723 -0.627
H -1.921 -0.014 -0.356
H -0.893 -1.621 -3.366
H 0.861 -1.300 -3.295
H -2.460 -0.791 -1.819
H -1.609 0.737 -1.892
H 0.079 -2.784 -2.649

Which structure is the most stable? The one labeled R.